Record 1
51
Properties=species:S:1:pos:R:3:forces:R:3:lowdin_charge:R:1 method="wB97M-V/def2-TZVPD" e_above_lowest_kj_mol=81.8 max_force_ha_per_bohr=0.0241 smiles="CCn1c(COc2ccc(OC)cc2)nnc1SCc1nc2ccccc2c(=O)[nH]1" orbital_gap_ev=8.361 total_energy_ev=-46546.625
C 0.047 2.088 2.795 -0.079 0.133 -0.093 -0.06
H 1.078 1.761 2.902 0.022 -0.057 0.041 0.04
H -0.322 2.375 3.776 -0.022 0.003 0.145 0.08
H -0.557 1.260 2.427 -0.019 -0.047 -0.007 0.07
C -0.046 3.284 1.851 -0.029 -0.030 0.600 -0.18
N 0.192 2.905 0.480 0.226 -0.194 -0.822 0.00
C 1.363 2.488 -0.084 -0.081 0.097 0.094 -0.62
N 1.195 2.181 -1.341 0.992 -0.018 0.192 0.04
N -0.095 2.386 -1.630 -1.168 0.112 -0.400 0.08
C -0.696 2.818 -0.558 0.016 0.086 0.094 -0.29
C -2.148 3.138 -0.451 0.041 0.188 -0.140 -0.12
O -2.770 2.435 0.601 -0.158 -0.124 0.186 -0.06
C -2.724 1.055 0.568 -0.037 -0.192 0.255 -0.27
C -3.023 0.413 1.764 0.038 0.269 -0.278 -0.02
C -3.000 -0.965 1.854 -0.005 -0.272 -0.032 -0.01
C -2.685 -1.731 0.737 -0.027 0.257 -0.178 -0.29
C -2.400 -1.083 -0.463 -0.092 -0.295 0.235 0.00
C -2.409 0.295 -0.551 -0.054 0.250 0.003 0.00
H -2.156 0.756 -1.493 0.022 0.043 -0.081 0.10
H -2.156 -1.679 -1.328 0.033 -0.071 -0.104 0.12
O -2.646 -3.092 0.714 -0.005 0.091 -0.227 -0.11
C -2.670 -3.774 1.946 0.024 -0.075 0.185 -0.09
H -2.515 -4.825 1.706 -0.020 0.057 0.070 0.09
H -1.866 -3.424 2.599 -0.023 -0.008 -0.008 0.10
H -3.635 -3.663 2.451 0.034 0.000 -0.018 0.09
H -3.223 -1.427 2.803 -0.016 -0.080 0.082 0.11
H -3.274 1.013 2.625 -0.016 0.068 0.107 0.12
H -2.617 2.935 -1.420 0.099 0.054 0.089 0.13
H -2.290 4.197 -0.207 -0.044 -0.163 -0.087 0.14
S 2.863 2.337 0.788 0.445 0.089 0.156 0.98
C 3.619 1.058 -0.266 -0.155 0.414 0.130 -0.36
C 2.708 -0.116 -0.460 0.038 -0.304 -0.255 -0.40
N 2.731 -0.723 -1.584 0.507 0.468 -0.122 0.17
C 1.890 -1.793 -1.761 -0.432 -0.363 0.333 -0.20
C 1.907 -2.462 -2.989 -0.085 -0.077 0.016 -0.01
C 1.070 -3.533 -3.201 0.107 0.103 -0.040 -0.07
C 0.200 -3.964 -2.200 -0.116 -0.051 0.143 -0.07
C 0.168 -3.319 -0.985 0.051 0.013 0.035 -0.02
C 1.009 -2.229 -0.752 0.129 -0.085 -0.437 -0.07
C 0.992 -1.529 0.527 0.145 0.153 0.132 -0.39
O 0.294 -1.773 1.490 -0.124 -0.162 0.118 0.08
N 1.910 -0.486 0.583 -0.008 -0.039 0.174 0.18
H 1.944 0.039 1.452 -0.070 -0.081 -0.184 0.12
H -0.505 -3.628 -0.201 -0.083 -0.023 0.066 0.11
H -0.453 -4.805 -2.381 -0.058 -0.069 -0.003 0.10
H 1.084 -4.046 -4.152 0.013 -0.031 -0.079 0.10
H 2.584 -2.111 -3.751 0.079 0.051 -0.077 0.11
H 3.856 1.486 -1.238 -0.014 -0.180 0.058 0.09
H 4.537 0.765 0.247 -0.014 0.030 -0.005 0.09
H 0.692 4.043 2.132 -0.175 0.023 -0.040 0.12
H -1.046 3.718 1.901 0.169 0.039 -0.019 0.12

=====

Record 2
25
Properties=species:S:1:pos:R:3:forces:R:3:lowdin_charge:R:1 method="wB97M-V/def2-TZVPD" e_above_lowest_kj_mol=0.0 max_force_ha_per_bohr=0.0440 orbital_gap_ev=2.107 total_energy_ev=-44357.137 total_charge=+2
O 1.968 -3.138 0.806 0.334 0.311 -0.437 0.23
C 2.255 -2.071 0.363 -1.345 -0.588 0.045 -0.38
O 3.483 -1.579 0.144 1.061 -0.185 0.874 0.19
C 3.415 -0.190 0.254 -0.109 0.745 -0.379 -0.36
O 4.307 0.526 0.545 -0.412 -0.802 -0.271 0.26
C 1.965 0.136 -0.042 -0.556 1.143 -0.127 -0.06
P 1.445 1.835 -0.407 1.893 1.219 0.206 0.44
O 2.613 2.652 -0.654 0.696 0.174 -0.236 -0.17
O 0.444 1.859 -1.637 -1.024 -0.753 0.617 -0.09
O 0.634 2.344 0.869 -0.975 -0.564 -0.610 -0.09
C 1.245 -0.968 0.006 0.730 -0.550 -0.128 -0.08
C -0.169 -1.321 -0.222 -0.212 0.195 0.846 -0.10
C -1.188 -0.180 -0.123 -0.591 -1.081 -0.317 -0.23
C -2.594 -0.795 0.132 0.228 0.701 -0.724 -0.44
S -3.479 0.283 1.292 -0.888 0.154 0.239 0.87
H 0.759 1.287 -2.344 0.170 0.200 -0.429 0.11
H 0.806 1.742 1.595 0.116 0.115 0.600 0.09
H -0.257 -1.833 -1.169 -0.073 -0.202 -0.419 0.16
H -0.412 -2.059 0.532 0.086 -0.490 0.238 0.13
H -0.955 0.545 0.635 0.332 0.292 0.235 0.08
H -1.264 0.283 -1.085 0.083 0.808 -0.249 0.10
H -3.149 -0.800 -0.790 -0.295 -0.225 -0.411 0.09
H -2.576 -1.814 0.490 -0.324 -0.171 0.691 0.10
H -3.736 1.379 0.492 2.171 -0.016 -0.034 -0.28
Cd -5.561 1.876 0.316 -1.095 -0.431 0.181 1.43

=====

Record 3
51
Properties=species:S:1:pos:R:3:forces:R:3:lowdin_charge:R:1 method="wB97M-V/def2-TZVPD" e_above_lowest_kj_mol=65.1 max_force_ha_per_bohr=0.0450 orbital_gap_ev=6.103 total_energy_ev=-53123.056 total_charge=-1
Pt 0.176 0.214 -0.210 0.320 0.758 -2.161 1.14
O -1.337 -1.102 -0.798 0.317 0.039 0.724 -0.12
C -2.474 -1.007 -0.311 -0.037 -0.330 -0.405 -0.18
C -3.248 0.167 -0.095 0.118 0.566 0.396 -0.12
C -4.635 0.043 -0.010 -0.210 -0.060 -0.013 0.05
C -5.442 1.155 0.095 0.583 -0.140 -0.029 -0.18
C -4.869 2.446 0.160 0.112 0.096 0.013 0.00
C -3.519 2.600 0.144 -0.408 0.143 -0.075 0.01
C -2.635 1.477 0.044 0.332 -0.268 0.035 -0.35
O -1.399 1.658 0.135 0.088 0.142 0.674 -0.13
N -6.861 1.006 0.139 -0.560 -0.160 0.014 -0.38
O -7.338 -0.123 0.104 0.095 0.000 -0.006 0.04
O -7.554 2.012 0.211 0.109 0.050 0.002 0.04
H -2.959 -1.961 -0.060 -0.269 -0.051 -0.348 0.14
H -5.098 -0.935 -0.068 0.003 -0.011 0.023 0.13
H -5.527 3.299 0.234 -0.011 0.013 0.023 0.11
H -3.063 3.577 0.224 0.022 -0.003 -0.026 0.12
C 0.448 -2.450 1.744 0.171 0.089 -0.075 -0.11
N 1.308 -1.295 1.576 0.118 -0.340 1.047 -0.34
C 1.477 -0.573 2.827 0.066 -0.190 -0.123 -0.11
C 2.579 -1.650 0.971 -0.196 0.212 -0.180 -0.18
C 2.475 -1.707 -0.538 -0.029 0.006 -0.167 -0.23
C 3.384 -2.465 -1.269 -0.013 0.036 0.064 -0.07
C 3.335 -2.491 -2.654 0.078 -0.049 -0.034 -0.12
C 2.360 -1.763 -3.317 -0.026 -0.012 -0.020 -0.12
C 1.450 -1.001 -2.594 0.028 -0.019 -0.101 -0.12
C 1.500 -0.947 -1.203 -0.112 0.144 1.086 -0.24
H 0.879 -3.176 2.456 -0.045 -0.061 0.000 0.08
H 0.303 -2.942 0.782 -0.009 -0.010 -0.009 0.09
H -0.525 -2.129 2.120 -0.021 -0.018 -0.002 0.08
H 2.032 -1.169 3.573 -0.039 0.019 0.078 0.08
H 0.497 -0.321 3.236 -0.002 -0.017 0.014 0.08
H 2.014 0.351 2.628 0.031 0.052 -0.002 0.07
H 2.946 -2.607 1.379 0.110 -0.013 -0.065 0.12
H 3.303 -0.876 1.231 -0.009 0.010 0.037 0.11
H 4.150 -3.030 -0.746 -0.024 -0.037 0.010 0.10
H 4.057 -3.077 -3.211 -0.015 -0.010 -0.013 0.09
H 2.305 -1.790 -4.399 0.003 0.023 -0.007 0.09
H 0.692 -0.437 -3.126 0.003 0.017 0.022 0.09
F 4.976 4.325 -2.900 0.044 -0.017 0.001 0.09
C 4.181 3.608 -2.084 -0.090 -0.025 0.026 -0.16
C 2.806 3.769 -2.132 0.169 0.025 -0.056 -0.15
F 2.289 4.651 -3.003 -0.076 -0.029 -0.044 0.10
C 1.982 3.045 -1.298 0.031 -0.431 0.364 -0.15
F 0.658 3.174 -1.413 -0.076 0.239 -0.062 0.09
C 2.479 2.136 -0.330 0.384 0.350 -0.639 -0.30
O 1.735 1.489 0.511 -0.794 -0.740 -0.142 -0.18
C 3.885 2.009 -0.328 -0.385 -0.119 0.213 -0.13
F 4.444 1.158 0.553 0.090 0.005 -0.034 0.09
C 4.714 2.708 -1.180 -0.029 0.090 -0.030 -0.16
F 6.042 2.520 -1.127 0.061 0.037 0.005 0.10